Below is C55H41BrIrN3O2P2S as an isolated structure, with properties calculated with ωB97M-V/def2-TZVPD.

Geometry as ORCA input:
```
! RIJCOSX wB97M-V def2-TZVPD def2/J DEFGRID3
* xyz 3 2
Ir 0.444 -0.657 -0.178
Br 5.724 -1.972 4.882
C 4.199 -1.637 3.917
C 2.945 -1.558 4.570
C 1.829 -1.309 3.841
C 1.879 -1.126 2.412
O 0.780 -0.890 1.833
C 3.169 -1.207 1.755
C 3.388 -1.057 0.327
N 2.500 -0.776 -0.548
C 2.813 -0.720 -1.937
C 4.076 -0.786 -2.469
C 4.272 -0.699 -3.857
C 3.205 -0.539 -4.697
C 1.892 -0.465 -4.178
C 0.757 -0.288 -5.004
C -0.478 -0.212 -4.434
C -0.600 -0.311 -3.040
N 0.433 -0.484 -2.234
C 1.697 -0.560 -2.788
C 4.283 -1.461 2.522
H 2.894 -1.695 5.642
H 0.855 -1.236 4.305
H 4.413 -1.223 0.010
H 4.949 -0.874 -1.839
H 5.276 -0.752 -4.253
H 3.350 -0.466 -5.767
H 0.886 -0.215 -6.077
H -1.372 -0.077 -5.025
H -1.569 -0.250 -2.575
H 5.257 -1.528 2.053
O -2.284 1.358 -1.242
C -3.009 1.501 -0.069
C -3.853 2.572 0.155
C -4.580 2.609 1.336
C -4.473 1.579 2.261
C -3.644 0.499 2.004
C -2.881 0.458 0.836
P -1.893 -0.961 0.298
C -2.074 -2.153 1.657
C -2.568 -3.435 1.422
C -2.681 -4.346 2.465
C -2.317 -3.982 3.752
C -1.851 -2.694 4.000
C -1.727 -1.787 2.961
C -2.881 -1.678 -1.050
C -2.349 -2.671 -1.875
C -3.125 -3.267 -2.856
C -4.448 -2.877 -3.025
C -4.988 -1.900 -2.204
C -4.213 -1.304 -1.219
C -1.626 2.508 -1.649
C -2.228 3.318 -2.596
C -1.645 4.533 -2.914
C -0.485 4.934 -2.265
C 0.135 4.087 -1.364
C -0.403 2.825 -1.072
P 0.542 1.715 0.029
C 0.201 2.327 1.705
C -0.807 3.271 1.895
C -1.107 3.740 3.166
C -0.390 3.292 4.262
C 0.642 2.379 4.083
C 0.933 1.900 2.818
C 2.254 2.197 -0.406
C 3.243 2.438 0.544
C 4.536 2.758 0.147
C 4.852 2.858 -1.200
C 3.866 2.643 -2.154
C 2.582 2.307 -1.761
H -3.948 3.363 -0.576
H -5.248 3.439 1.523
H -5.058 1.602 3.170
H -3.614 -0.321 2.706
H -2.875 -3.734 0.429
H -3.073 -5.335 2.271
H -2.420 -4.687 4.565
H -1.613 -2.395 5.013
H -1.393 -0.778 3.168
H -1.328 -2.993 -1.746
H -2.703 -4.041 -3.483
H -5.057 -3.342 -3.788
H -6.022 -1.602 -2.322
H -4.662 -0.553 -0.581
H -3.166 3.004 -3.037
H -2.115 5.183 -3.641
H -0.055 5.905 -2.470
H 1.052 4.407 -0.890
H -1.356 3.661 1.052
H -1.893 4.473 3.291
H -0.614 3.671 5.251
H 1.234 2.057 4.930
H 1.760 1.216 2.705
H 3.015 2.429 1.600
H 5.288 2.966 0.898
H 5.853 3.134 -1.503
H 4.094 2.754 -3.207
H 1.822 2.171 -2.521
S 1.311 -5.123 -1.122
C 0.874 -4.960 0.518
C 0.534 -3.678 0.789
N 0.653 -2.822 -0.287
C 1.072 -3.472 -1.354
H 0.854 -5.805 1.187
H 0.165 -3.312 1.734
H 1.228 -3.004 -2.314
*
```

Summary:
**E_HOMO (alpha / beta)**: -0.579 / -0.579 Eh
**HOMO-LUMO gap (alpha / beta)**: 7.2 / 5.1 eV
**LUMO energy (alpha / beta)**: -8.602 / -10.675 eV
**Energy above the lowest of the compared OMol25 structures with the same formula, charge and spin**: 0.0 kcal per mole



Below is C55H41N11O2P2SSe2V as an isolated structure, with properties calculated with ωB97M-V/def2-TZVPD.

Geometry as ORCA input:
```
! RIJCOSX wB97M-V def2-TZVPD def2/J DEFGRID3
* xyz 0 2
V 0.449 -0.492 -0.480
C -2.805 -2.855 0.067
C -1.945 -2.783 1.295
C -2.229 -3.697 2.343
C -1.525 -3.634 3.501
C -0.534 -2.640 3.657
C 0.189 -2.484 4.862
C 1.087 -1.467 4.996
C 1.307 -0.581 3.929
C 0.653 -0.739 2.732
S 0.995 0.389 1.443
C -0.305 -1.772 2.569
N -0.999 -1.873 1.391
H -3.838 -2.617 0.337
H -2.794 -3.862 -0.353
H -2.479 -2.139 -0.674
H -3.017 -4.428 2.203
H -1.722 -4.319 4.318
H 0.002 -3.172 5.678
H 1.628 -1.326 5.922
H 1.980 0.256 4.045
Se 3.010 2.362 -5.976
P 4.102 0.969 -4.854
C 4.397 -0.603 -5.726
C 5.046 -1.674 -5.103
C 5.201 -2.873 -5.782
C 4.712 -3.013 -7.076
C 4.075 -1.950 -7.697
C 3.917 -0.745 -7.023
C 5.708 1.585 -4.293
C 5.696 2.659 -3.402
C 6.890 3.183 -2.937
C 8.098 2.642 -3.361
C 8.112 1.585 -4.258
C 6.916 1.055 -4.730
C 3.318 0.471 -3.299
C 2.106 0.746 -2.699
N 2.051 -0.044 -1.586
N 3.196 -0.745 -1.512
N 3.955 -0.440 -2.517
P 0.732 1.863 -2.979
Se -0.517 1.709 -1.189
C -0.041 1.271 -4.505
C -0.653 2.074 -5.460
C -1.208 1.503 -6.595
C -1.191 0.127 -6.767
C -0.645 -0.686 -5.781
C -0.071 -0.117 -4.656
C 1.455 3.522 -3.003
C 1.249 4.512 -3.955
C 1.800 5.772 -3.772
C 2.564 6.048 -2.648
C 2.783 5.057 -1.699
C 2.221 3.803 -1.869
H 5.408 -1.569 -4.089
H 5.703 -3.702 -5.299
H 4.830 -3.955 -7.599
H 3.698 -2.057 -8.706
H 3.416 0.092 -7.493
H 4.749 3.082 -3.082
H 6.880 4.014 -2.242
H 9.032 3.049 -2.992
H 9.054 1.167 -4.590
H 6.925 0.233 -5.433
H -0.708 3.144 -5.334
H -1.650 2.139 -7.352
H -1.608 -0.313 -7.665
H -0.658 -1.764 -5.888
H 0.368 -0.755 -3.900
H 0.697 4.314 -4.857
H 1.633 6.540 -4.516
H 2.984 7.035 -2.507
H 3.381 5.263 -0.821
H 2.367 3.043 -1.111
O -0.321 -1.580 -1.526
C -0.413 -2.827 -2.023
C -1.369 -3.127 -2.980
C -1.432 -4.397 -3.519
C -0.539 -5.380 -3.101
C 0.397 -5.079 -2.129
C 0.470 -3.803 -1.573
C 1.450 -3.443 -0.546
N 1.548 -2.282 0.090
C 2.647 -2.374 0.919
C 3.202 -3.600 0.800
N 2.436 -4.263 -0.133
H -2.055 -2.347 -3.290
H -2.187 -4.630 -4.259
H -0.571 -6.371 -3.533
H 1.080 -5.854 -1.799
H 2.968 -1.550 1.529
H 4.063 -4.043 1.268
H 2.583 -5.206 -0.445
N -8.232 0.114 0.492
C -7.096 0.187 0.340
C -5.664 0.242 0.146
C -4.803 0.261 1.235
C -3.437 0.235 0.991
N -2.921 0.216 -0.239
C -3.757 0.248 -1.272
C -5.135 0.246 -1.140
H -5.188 0.294 2.245
H -2.725 0.225 1.807
H -3.292 0.264 -2.256
H -5.784 0.256 -2.005
N -2.914 3.812 1.216
C -1.950 3.133 1.921
O -1.324 2.209 1.361
C -1.758 3.501 3.286
C -2.558 4.507 3.882
N -3.259 5.321 4.314
C -0.738 2.864 4.033
N 0.099 2.344 4.642
H -2.939 3.660 0.225
H -3.290 4.671 1.580
*
```

Summary:
**E_HOMO (alpha / beta)**: -0.242 / -0.242 Eh
**HOMO-LUMO gap (alpha / beta)**: 4.7 / 5.9 eV
**LUMO energy (alpha / beta)**: -1.887 / -0.661 eV
**Energy above the lowest of the compared OMol25 structures with the same formula, charge and spin**: 24.5 kcal per mole



Q: The highest energy above the lowest of the compared OMol25 structures with the same formula, charge and spin belongs to which entry?
A: C55H41N11O2P2SSe2V